# 1
{
  "formula": "C40H51Cl2N9O",
  "method": "wB97M-V/def2-TZVPD",
  "species": ["C", "C", "C", "C", "Cl", "C", "N", "C", "C", "N", "C", "C", "O", "C", "C", "C", "Cl", "H", "H", "H", "H", "H", "H", "H", "H", "H", "H", "H", "H", "H", "H", "H", "H", "N", "C", "C", "C", "C", "H", "H", "H", "H", "H", "N", "C", "C", "C", "C", "H", "H", "H", "H", "H", "N", "C", "C", "C", "C", "H", "H", "H", "H", "H", "N", "C", "C", "C", "C", "H", "H", "H", "H", "H", "N", "C", "C", "C", "C", "H", "H", "H", "H", "H", "N", "C", "C", "C", "C", "H", "H", "H", "H", "H", "N", "C", "C", "C", "C", "H", "H", "H", "H", "H"],
  "coordinates": [[4.09, 2.94, -2.86], [3.48, 3.79, -3.98], [2.00, 4.11, -3.79], [0.95, 3.01, -4.14], [1.71, 1.48, -4.69], [0.14, 3.46, -5.28], [-0.56, 3.76, -6.14], [-0.03, 2.70, -2.96], [0.78, 2.26, -1.82], [1.32, 1.92, -0.86], [-0.72, 4.06, -2.54], [-0.28, 4.61, -1.20], [0.40, 5.60, -1.08], [-1.12, 1.64, -3.33], [-1.20, 0.40, -2.44], [-0.22, -0.72, -2.80], [-0.60, -1.40, -4.40], [3.70, 3.29, -1.90], [5.17, 3.08, -2.82], [3.88, 1.88, -2.97], [3.99, 4.76, -3.94], [3.69, 3.38, -4.96], [1.78, 4.97, -4.43], [1.87, 4.46, -2.77], [-1.80, 3.93, -2.49], [-0.51, 4.84, -3.27], [-0.61, 4.09, -0.28], [-0.91, 1.30, -4.34], [-2.10, 2.10, -3.37], [-1.14, 0.62, -1.37], [-2.19, -0.03, -2.60], [-0.35, -1.54, -2.10], [0.82, -0.41, -2.76], [-6.09, -1.52, -0.49], [-5.09, -1.01, 0.29], [-3.90, -1.28, -0.34], [-4.20, -1.96, -1.55], [-5.56, -2.09, -1.62], [-7.07, -1.48, -0.27], [-5.30, -0.52, 1.22], [-2.92, -1.01, 0.03], [-3.50, -2.32, -2.28], [-6.20, -2.54, -2.36], [-5.23, -4.20, 1.32], [-5.51, -5.52, 1.16], [-5.29, -6.14, 2.37], [-4.87, -5.14, 3.29], [-4.85, -3.95, 2.61], [-5.29, -3.50, 0.60], [-5.82, -5.91, 0.21], [-5.41, -7.19, 2.56], [-4.61, -5.28, 4.32], [-4.58, -2.96, 2.93], [2.45, 3.40, 1.92], [3.55, 4.14, 2.29], [3.52, 4.28, 3.65], [2.38, 3.58, 4.13], [1.74, 3.05, 3.04], [2.20, 3.16, 0.98], [4.24, 4.51, 1.55], [4.25, 4.82, 4.23], [2.06, 3.49, 5.15], [0.84, 2.47, 2.96], [1.54, 7.46, 1.77], [1.56, 8.80, 1.55], [1.88, 9.42, 2.73], [2.06, 8.40, 3.70], [1.84, 7.20, 3.08], [1.33, 6.76, 1.08], [1.35, 9.21, 0.57], [1.98, 10.49, 2.87], [2.32, 8.54, 4.74], [1.87, 6.19, 3.46], [-2.71, -7.83, 0.96], [-1.89, -8.91, 1.10], [-1.43, -9.26, -0.15], [-2.00, -8.35, -1.08], [-2.79, -7.48, -0.36], [-3.20, -7.35, 1.70], [-1.70, -9.33, 2.07], [-0.76, -10.07, -0.36], [-1.85, -8.33, -2.14], [-3.39, -6.64, -0.68], [3.95, 0.23, 2.30], [4.44, -1.01, 2.00], [4.94, -1.55, 3.16], [4.74, -0.60, 4.20], [4.12, 0.49, 3.63], [3.53, 0.86, 1.65], [4.39, -1.40, 1.00], [5.39, -2.52, 3.25], [5.01, -0.70, 5.23], [3.80, 1.42, 4.06], [0.30, -5.96, 0.20], [-0.30, -4.81, -0.22], [0.68, -3.86, -0.39], [1.92, -4.47, -0.07], [1.64, -5.77, 0.29], [-0.19, -6.82, 0.40], [-1.37, -4.76, -0.36], [0.52, -2.84, -0.72], [2.89, -4.02, -0.09], [2.30, -6.56, 0.61]],
  "smiles": "CCC[C@](Cl)(C#N)[C@@](C#N)(CC=O)CCCCl.c1cc[nH]c1.c1cc[nH]c1.c1cc[nH]c1.c1cc[nH]c1.c1cc[nH]c1.c1cc[nH]c1.c1cc[nH]c1",
  "total_charge": 0,
  "gap_ev": 7.9
}

---

# 2
{
  "formula": "C40H51N2O4SSbSr",
  "method": "wB97M-V/def2-TZVPD",
  "species": ["Sr", "C", "C", "N", "C", "C", "S", "C", "C", "N", "H", "H", "H", "H", "H", "H", "H", "H", "H", "H", "H", "H", "H", "H", "C", "C", "C", "O", "C", "C", "O", "C", "O", "C", "C", "C", "C", "C", "C", "C", "C", "C", "C", "C", "C", "C", "O", "C", "C", "C", "C", "C", "C", "C", "C", "C", "C", "C", "C", "H", "H", "H", "H", "H", "H", "H", "H", "H", "H", "H", "H", "H", "H", "H", "H", "H", "H", "H", "H", "H", "H", "H", "H", "H", "H", "H", "H", "C", "Sb", "C", "C", "H", "H", "H", "H", "H", "H", "H", "H", "H"],
  "coordinates": [[0.30, 0.10, 1.93], [1.67, 0.78, 3.58], [1.08, 2.13, 3.43], [-0.32, 1.89, 3.13], [-1.00, 1.31, 4.28], [-0.53, -0.03, 4.86], [-0.40, -1.48, 3.76], [1.40, -1.68, 3.78], [2.26, -1.17, 2.63], [2.36, 0.27, 2.46], [2.23, 0.69, 4.52], [0.82, 0.17, 3.63], [1.20, 2.68, 4.38], [1.55, 2.69, 2.62], [-0.78, 2.77, 2.91], [-0.94, 1.98, 5.16], [-2.05, 1.19, 4.01], [0.39, 0.07, 5.43], [-1.28, -0.30, 5.61], [1.76, -1.32, 4.74], [1.55, -2.76, 3.80], [3.23, -1.63, 2.81], [1.84, -1.64, 1.74], [3.31, 0.60, 2.47], [-3.33, 1.21, -3.96], [-2.27, 0.22, -3.47], [-1.94, -0.81, -4.54], [-2.76, -0.44, -2.31], [-1.92, -0.18, -1.20], [-0.73, 0.60, -1.77], [-1.09, 0.92, -3.09], [-0.40, 1.87, -0.89], [-0.14, 1.41, 0.40], [0.90, 2.53, -1.39], [1.01, 3.84, -1.84], [2.25, 4.38, -2.16], [3.40, 3.63, -2.02], [3.30, 2.33, -1.55], [2.07, 1.79, -1.23], [-1.59, 2.83, -0.89], [-1.98, 3.54, -2.02], [-3.03, 4.46, -1.94], [-3.71, 4.65, -0.75], [-3.38, 3.88, 0.35], [-2.32, 2.98, 0.28], [-1.47, -1.48, -0.44], [-0.37, -1.18, 0.36], [-1.15, -2.59, -1.44], [-2.13, -3.21, -2.22], [-1.81, -4.27, -3.06], [-0.50, -4.72, -3.14], [0.48, -4.11, -2.38], [0.16, -3.06, -1.53], [-2.55, -1.93, 0.56], [-2.85, -3.27, 0.78], [-3.71, -3.64, 1.81], [-4.31, -2.68, 2.61], [-3.99, -1.34, 2.41], [-3.10, -0.97, 1.42], [-4.20, 0.65, -4.29], [-2.93, 1.80, -4.78], [-3.62, 1.86, -3.14], [-2.83, -1.40, -4.75], [-1.15, -1.46, -4.18], [-1.61, -0.30, -5.45], [-2.42, 0.46, -0.47], [0.16, -0.04, -1.70], [0.14, 4.47, -1.93], [2.32, 5.40, -2.52], [4.37, 4.05, -2.26], [4.20, 1.74, -1.43], [1.94, 0.81, -0.79], [-1.49, 3.37, -2.96], [-3.30, 5.04, -2.82], [-4.51, 5.38, -0.69], [-3.95, 3.99, 1.27], [-1.99, 2.36, 1.10], [-3.16, -2.87, -2.15], [-2.58, -4.75, -3.64], [-0.24, -5.53, -3.81], [1.51, -4.47, -2.43], [0.86, -2.57, -0.88], [-2.40, -4.03, 0.17], [-3.92, -4.69, 1.99], [-5.00, -2.96, 3.40], [-4.44, -0.58, 3.05], [-2.72, 0.05, 1.34], [6.07, -0.46, -1.35], [4.88, -0.58, 0.45], [6.13, -2.14, 1.30], [3.51, -1.97, -0.48], [6.58, -1.40, -1.51], [6.80, 0.34, -1.28], [5.40, -0.26, -2.18], [6.32, -2.90, 0.55], [5.65, -2.60, 2.16], [7.08, -1.71, 1.63], [3.99, -2.39, -1.37], [2.60, -1.43, -0.75], [3.27, -2.78, 0.20]],
  "total_charge": 0,
  "gap_ev": 6.9
}

---

# 3
{
  "formula": "C40H52Br16N4O8",
  "method": "wB97M-V/def2-TZVPD",
  "species": ["Br", "C", "C", "Br", "H", "H", "H", "H", "Br", "C", "C", "Br", "H", "H", "H", "H", "Br", "C", "C", "Br", "H", "H", "H", "H", "Br", "C", "C", "Br", "H", "H", "H", "H", "Br", "C", "C", "Br", "H", "H", "H", "H", "Br", "C", "C", "Br", "H", "H", "H", "H", "Br", "C", "C", "Br", "H", "H", "H", "H", "Br", "C", "C", "Br", "H", "H", "H", "H", "C", "C", "C", "C", "C", "C", "N", "O", "O", "H", "H", "H", "H", "H", "C", "C", "C", "C", "C", "C", "N", "O", "O", "H", "H", "H", "H", "H", "C", "C", "C", "C", "C", "C", "N", "O", "O", "H", "H", "H", "H", "H", "C", "C", "C", "C", "C", "C", "N", "O", "O", "H", "H", "H", "H", "H"],
  "coordinates": [[-0.65, 3.41, 5.08], [-0.13, 4.57, 6.61], [0.69, 5.70, 5.95], [1.32, 6.98, 7.44], [0.53, 3.98, 7.24], [-1.03, 4.97, 7.09], [0.28, 6.33, 5.16], [1.65, 5.34, 5.60], [-0.21, -3.32, -8.82], [0.10, -2.94, -6.88], [0.56, -1.42, -6.65], [0.78, -1.24, -4.69], [0.85, -3.63, -6.49], [-0.86, -3.00, -6.38], [-0.30, -0.80, -6.89], [1.45, -1.04, -7.15], [-1.91, -3.75, -3.70], [-2.68, -1.89, -4.01], [-2.88, -1.25, -2.66], [-3.68, 0.54, -2.91], [-3.57, -2.03, -4.62], [-2.01, -1.22, -4.56], [-1.88, -1.11, -2.23], [-3.45, -1.87, -1.97], [4.68, 4.74, -4.08], [4.27, 4.19, -2.19], [2.72, 3.99, -2.00], [2.34, 3.95, -0.06], [4.51, 5.04, -1.54], [4.99, 3.42, -1.92], [2.47, 3.02, -2.44], [2.15, 4.78, -2.47], [3.38, 3.15, 3.84], [3.74, 1.18, 3.62], [4.00, 0.83, 2.16], [4.73, -0.93, 1.86], [2.89, 0.67, 4.07], [4.64, 0.98, 4.19], [4.68, 1.56, 1.71], [3.11, 0.92, 1.54], [-1.52, 4.71, 0.91], [-3.19, 4.30, 0.02], [-3.49, 5.35, -1.05], [-4.14, 6.89, 0.07], [-3.93, 4.26, 0.82], [-3.32, 3.27, -0.31], [-4.34, 5.00, -1.63], [-2.67, 5.76, -1.64], [0.60, 2.98, -5.03], [-1.34, 2.66, -4.71], [-2.19, 3.67, -5.48], [-4.02, 3.79, -4.70], [-1.47, 2.82, -3.64], [-1.52, 1.60, -4.88], [-2.41, 3.33, -6.49], [-1.75, 4.65, -5.37], [-1.98, -0.90, 7.04], [-2.78, -0.04, 5.41], [-4.28, -0.17, 5.43], [-4.87, -2.02, 5.74], [-2.39, -0.62, 4.57], [-2.37, 0.97, 5.29], [-4.77, 0.20, 4.53], [-4.52, 0.40, 6.33], [0.92, -4.62, -0.29], [-0.23, -5.34, -0.01], [-0.25, -6.07, 1.17], [0.85, -6.05, 2.03], [1.94, -5.21, 1.74], [2.04, -4.57, 0.53], [0.80, -6.70, 3.38], [1.88, -6.79, 3.99], [-0.25, -7.14, 3.80], [1.08, -4.14, -1.25], [-1.09, -5.25, -0.66], [-1.14, -6.64, 1.42], [2.68, -5.12, 2.53], [2.91, -4.02, 0.21], [0.24, 0.35, 2.91], [-0.07, 1.49, 2.21], [0.18, 1.53, 0.85], [0.54, 0.33, 0.18], [1.01, -0.74, 0.92], [0.87, -0.76, 2.31], [0.59, 0.28, -1.26], [0.95, -0.73, -1.90], [0.13, 1.22, -1.84], [-0.16, 0.24, 3.90], [-0.64, 2.26, 2.70], [-0.12, 2.40, 0.28], [1.32, -1.65, 0.42], [0.97, -1.67, 2.87], [5.23, -3.88, -1.73], [6.18, -3.14, -1.06], [5.98, -1.77, -0.93], [4.88, -1.14, -1.51], [3.90, -1.88, -2.10], [4.11, -3.24, -2.22], [4.76, 0.37, -1.49], [3.69, 0.86, -1.75], [5.72, 1.07, -1.23], [5.36, -4.93, -1.95], [7.04, -3.67, -0.66], [6.78, -1.34, -0.35], [2.93, -1.57, -2.48], [3.35, -3.71, -2.82], [-3.33, -2.53, 1.38], [-2.80, -1.26, 1.44], [-3.59, -0.09, 1.06], [-4.89, -0.35, 0.65], [-5.35, -1.65, 0.47], [-4.61, -2.78, 0.95], [-5.75, 0.80, 0.21], [-5.25, 1.90, 0.44], [-6.87, 0.58, -0.28], [-2.72, -3.32, 1.78], [-1.77, -1.18, 1.77], [-3.09, 0.87, 1.10], [-6.38, -1.76, 0.15], [-5.02, -3.78, 0.94]],
  "smiles": "O=[N+]([O-])c1ccccc1.O=[N+]([O-])c1ccccc1.O=[N+]([O-])c1ccccc1.O=[N+]([O-])c1ccccc1.BrCCBr.BrCCBr.BrCCBr.BrCCBr.BrCCBr.BrCCBr.BrCCBr.BrCCBr",
  "total_charge": 0,
  "gap_ev": 8.7
}

---

# 4
{
  "formula": "C40H52N2NiO8Se",
  "method": "wB97M-V/def2-TZVPD",
  "species": ["Ni", "C", "C", "C", "C", "C", "C", "C", "Se", "C", "C", "C", "C", "C", "C", "O", "C", "C", "C", "C", "C", "C", "C", "C", "C", "O", "C", "C", "C", "C", "C", "C", "H", "H", "H", "H", "H", "H", "H", "H", "H", "H", "H", "H", "H", "H", "H", "H", "H", "H", "H", "H", "H", "H", "H", "H", "H", "H", "H", "H", "H", "H", "H", "H", "H", "H", "H", "H", "H", "H", "H", "H", "O", "C", "O", "C", "C", "C", "N", "C", "C", "C", "O", "O", "H", "H", "H", "O", "C", "O", "C", "N", "C", "C", "C", "H", "H", "H", "H", "H", "H", "H", "H", "H"],
  "coordinates": [[0.77, -2.16, 0.50], [-2.97, 4.29, 1.10], [-3.28, 3.61, -0.26], [-2.79, 4.53, -1.41], [-4.82, 3.46, -0.41], [-2.53, 2.29, -0.34], [-1.61, 1.88, 0.60], [-0.94, 0.67, 0.45], [0.28, 0.11, 1.82], [1.71, 0.95, 0.87], [2.13, 2.19, 1.32], [3.19, 2.84, 0.68], [3.83, 2.18, -0.38], [3.47, 0.91, -0.79], [2.32, 0.29, -0.22], [1.80, -0.80, -0.69], [4.39, 0.26, -1.84], [4.31, 1.08, -3.17], [4.08, -1.20, -2.20], [5.88, 0.29, -1.35], [3.61, 4.24, 1.05], [3.54, 5.14, -0.22], [5.08, 4.27, 1.56], [2.71, 4.83, 2.16], [-1.20, -0.19, -0.65], [-0.78, -1.42, -0.67], [-2.04, 0.33, -1.72], [-2.76, 1.50, -1.48], [-2.13, -0.37, -3.07], [-2.88, -1.73, -3.06], [-2.89, 0.51, -4.09], [-0.71, -0.66, -3.61], [-3.50, 5.25, 1.18], [-1.92, 4.55, 1.23], [-3.28, 3.70, 1.94], [-3.17, 5.55, -1.27], [-3.16, 4.19, -2.39], [-1.70, 4.56, -1.44], [-5.32, 4.42, -0.24], [-5.23, 2.74, 0.31], [-5.14, 3.11, -1.39], [-1.39, 2.51, 1.46], [1.65, 2.65, 2.18], [4.67, 2.68, -0.86], [3.28, 1.18, -3.47], [4.85, 0.60, -3.99], [4.71, 2.09, -3.05], [3.06, -1.30, -2.58], [4.11, -1.87, -1.36], [4.77, -1.54, -2.97], [6.27, 1.30, -1.31], [6.52, -0.28, -2.04], [6.02, -0.14, -0.36], [4.25, 4.82, -0.97], [3.77, 6.18, 0.00], [2.56, 5.10, -0.69], [5.80, 3.97, 0.80], [5.22, 3.61, 2.42], [5.37, 5.28, 1.91], [1.67, 4.81, 1.87], [2.98, 5.84, 2.40], [2.81, 4.28, 3.10], [-3.53, 1.83, -2.15], [-3.89, -1.64, -2.67], [-2.33, -2.48, -2.49], [-2.94, -2.09, -4.10], [-3.95, 0.66, -3.81], [-2.92, 0.07, -5.08], [-2.41, 1.49, -4.18], [-0.18, -1.35, -2.95], [-0.10, 0.25, -3.65], [-0.78, -1.07, -4.64], [-0.72, -6.57, 5.56], [0.44, -6.05, 5.58], [1.44, -6.28, 6.28], [0.56, -4.99, 4.57], [-0.50, -4.12, 4.31], [-0.40, -3.15, 3.32], [0.62, -3.10, 2.46], [1.68, -3.89, 2.72], [1.72, -4.82, 3.81], [2.83, -3.69, 1.82], [3.96, -4.13, 2.08], [2.50, -3.04, 0.70], [-1.42, -4.18, 4.91], [-1.20, -2.39, 3.22], [2.58, -5.45, 3.96], [-2.09, -4.87, -1.23], [-1.64, -4.31, -0.11], [-0.45, -3.98, 0.05], [-2.75, -4.16, 0.97], [-3.97, -4.83, 0.47], [-5.13, -3.95, 0.53], [-4.56, -2.52, 0.60], [-3.21, -2.69, 1.30], [-2.40, -4.64, 1.87], [-4.10, -5.78, 0.82], [-3.01, -5.16, -0.94], [-5.72, -4.19, 1.41], [-5.73, -4.15, -0.35], [-5.21, -1.91, 1.20], [-4.51, -2.06, -0.39], [-3.37, -2.62, 2.38], [-2.47, -1.96, 0.98]],
  "total_charge": -2,
  "gap_ev": [6.0, 6.0],
  "spin_multiplicity": 3
}

---

Calculated energy (Eh), listed in the same order as above: -3043.151395; -2634.208287; -43560.159496; -6176.770144
Calculated ΔE to the lowest compared entry with this formula, charge and spin (kcal/mol), listed in the same order as above: 3.80; 150.99; 0.00; 41.83